Entry 1:
A cluster of 10 separate species, C23H39Cl10FO4 in total at a distorted geometry, computed with ωB97M-V with the def2-TZVPD basis set.

LUMO: 0.0 eV
structure (SMILES): Fc1ccccc1.CC(C)=O.CC(C)=O.CC(C)=O.CC(C)=O.ClCCl.ClCCl.ClCCl.ClCCl.ClCCl
gap between HOMO and LUMO: 0.3373 hartree
total energy: -160614.563 eV
HOMO: -0.3367 hartree

The geometry in XYZ format:
```
77
Properties=species:S:1:pos:R:3:forces:R:3
F 1.0464 2.3063 -6.4752 0.04 0.16 0.11
C 1.1842 1.1063 -5.8812 -0.09 -0.14 0.69
C 1.8778 0.9887 -4.6872 0.42 -0.19 -0.14
C 1.9668 -0.2704 -4.0860 -0.05 0.38 -0.43
C 1.4623 -1.3808 -4.7466 -0.15 -1.20 -0.25
C 0.8324 -1.2707 -5.9755 -0.54 1.66 0.14
C 0.5825 0.0180 -6.4542 -0.08 -0.69 -0.97
H 2.4367 1.8280 -4.2950 -0.29 0.11 0.17
H 2.4666 -0.3586 -3.1306 0.06 -0.08 0.00
H 1.5157 -2.3966 -4.3686 0.36 0.23 0.45
H 0.4346 -2.0752 -6.5754 0.07 -0.38 0.41
H -0.0508 0.1376 -7.3260 0.23 0.17 -0.09
C -4.2292 -1.5699 2.7217 -0.18 0.22 0.00
Cl -5.0731 -2.1819 4.1562 0.08 -0.26 -0.18
Cl -4.5159 -2.5252 1.2620 -0.08 -0.20 0.14
H -4.6181 -0.5703 2.5681 0.10 0.00 -0.16
H -3.1624 -1.5386 2.8895 0.00 -0.06 0.20
C 2.9106 3.1284 -0.7017 -0.01 0.38 0.20
Cl 3.3207 2.3541 0.8376 -0.11 -0.09 -0.01
Cl 4.0185 2.6752 -1.9931 0.02 -0.04 -0.06
H 1.8988 2.8819 -1.0041 0.04 -0.22 0.08
H 2.9860 4.1957 -0.5235 0.08 0.00 -0.16
C -1.2125 4.3926 -3.0103 -0.88 0.91 -0.05
Cl -0.5461 2.8279 -2.5810 -0.11 0.14 -0.04
Cl -3.0033 4.4315 -3.1769 0.28 -0.36 -0.10
H -1.0663 5.1430 -2.2413 0.55 -0.32 0.17
H -0.8180 4.7539 -3.9522 0.17 -0.31 -0.04
C 3.3579 -1.0084 5.3983 -0.25 -0.63 0.30
Cl 2.6436 0.3040 4.4845 0.32 0.55 -0.12
Cl 3.0861 -2.5382 4.5432 -0.04 -0.18 0.12
H 4.4283 -0.9492 5.5608 -0.02 0.54 -0.28
H 2.8429 -1.0214 6.3538 0.02 -0.24 -0.05
C 0.8621 -4.3565 -0.5282 0.57 -0.33 0.19
Cl 1.7812 -5.1921 0.7664 -0.51 0.15 -0.15
Cl 1.8825 -3.0540 -1.1715 -0.41 0.00 -0.12
H 0.6738 -5.0909 -1.3018 0.06 0.10 -0.09
H -0.0702 -3.9516 -0.1516 0.12 0.09 0.19
C -2.9749 1.8977 6.5241 0.66 0.38 0.77
C -3.1696 1.4212 5.1154 -0.71 -0.48 -0.72
O -3.3063 0.2356 4.8923 0.34 0.25 0.34
C -3.2846 2.3820 3.9461 -0.02 -0.27 -0.15
H -2.0382 1.4674 6.8919 -0.05 -0.12 -0.07
H -3.7451 1.5426 7.2084 -0.16 -0.23 -0.31
H -2.8796 2.9703 6.6961 -0.13 0.08 -0.49
H -2.3670 2.9484 3.7821 -0.17 0.36 0.30
H -4.1709 3.0089 4.0653 0.31 0.37 0.20
H -3.4542 1.8116 3.0335 0.06 -0.22 0.10
C 0.1825 -0.9831 1.9326 -0.42 -0.47 -0.29
C -0.3896 -0.4636 0.6383 -0.89 0.29 -0.08
O -1.5288 -0.7370 0.3051 0.37 -0.06 0.24
C 0.4491 0.4006 -0.2428 1.59 -0.03 -0.08
H -0.6730 -1.3726 2.4822 0.17 0.13 0.37
H 0.7703 -0.2587 2.4919 -0.10 0.06 -0.04
H 0.8279 -1.8427 1.7204 0.14 0.12 -0.08
H 0.3273 0.1182 -1.2879 -0.21 0.13 -0.01
H 1.5042 0.2716 0.0262 -0.01 -0.21 -0.16
H 0.3267 1.4773 -0.1155 -0.68 -0.09 0.11
C 5.4127 -3.3927 0.2350 0.65 -0.16 -0.06
C 5.6592 -1.9092 0.1014 -0.86 -0.44 0.35
O 6.7155 -1.4187 0.3933 0.52 0.29 0.02
C 4.4817 -1.0832 -0.3518 0.44 0.42 0.74
H 6.3742 -3.8500 0.4696 -0.12 -0.15 0.02
H 5.0211 -3.8246 -0.6860 -0.12 0.04 0.00
H 4.7081 -3.6043 1.0391 -0.11 0.10 -0.02
H 4.1934 -1.4457 -1.3362 -0.22 0.43 -0.12
H 4.7732 -0.0370 -0.2614 0.01 0.02 -0.74
H 3.6555 -1.1734 0.3578 -0.11 -0.48 -0.16
C -3.9983 0.8568 -2.6693 -0.18 0.46 0.89
C -4.9343 0.0675 -1.7545 0.45 -0.18 -0.10
O -5.5661 -0.8658 -2.1840 -0.20 -0.05 -0.07
C -4.9800 0.4404 -0.2914 0.78 0.10 0.09
H -3.5649 1.6940 -2.1189 0.05 -0.02 -0.06
H -4.5602 1.2758 -3.5015 0.04 -0.24 -0.19
H -3.1752 0.2287 -3.0039 -0.15 -0.14 -0.17
H -5.6588 -0.2057 0.2548 -0.42 0.33 -0.10
H -5.1014 1.5173 -0.1575 -0.52 -0.05 0.00
H -3.9946 0.2616 0.1564 0.16 -0.16 -0.31
```
Forces are in eV/Å.


Entry 2:
A structure of composition C14H34O19S4V at a distorted geometry, computed with ωB97M-V with the def2-TZVPD basis set.

spin multiplicity: 3
net charge: -1
LUMO (spin up / spin down): 1.9 / 1.9 eV
gap between HOMO and LUMO (spin up / spin down): 0.1419 / 0.2495 hartree
total energy: -122999.789 eV
HOMO (spin up / spin down): -0.0732 / -0.1808 hartree

The geometry in XYZ format:
```
72
Properties=species:S:1:pos:R:3:forces:R:3
O -7.2730 -14.1721 -22.8683 -0.21 -0.35 0.19
V -7.3529 -15.3887 -21.8083 -0.21 0.20 -1.44
O -6.1962 -18.8983 -20.1472 0.18 -1.30 1.38
C -6.4695 -17.6887 -20.5818 -1.20 3.97 0.28
O -6.8109 -16.7015 -19.8838 -0.09 -0.68 2.45
O -6.4097 -17.4733 -21.7823 0.77 -0.95 -3.72
H -6.0847 -19.3480 -20.9881 0.36 -0.67 -0.35
O -11.2640 -16.5569 -21.8370 0.30 -0.12 -0.49
C -10.0030 -16.1002 -21.8040 4.15 3.18 1.93
O -9.0497 -16.5542 -22.4916 -1.42 -2.72 -1.66
O -9.6254 -15.1570 -21.0507 -2.68 -0.10 1.13
H -11.1742 -17.1294 -22.6024 -0.60 -0.59 -0.34
O -6.4871 -21.8316 -24.8051 -0.48 0.25 4.32
S -6.5682 -21.6912 -23.3180 -0.42 -0.22 -0.09
O -5.6450 -20.7956 -22.5973 -1.67 -1.28 -1.33
O -8.1817 -21.3320 -22.9260 2.74 -0.54 -1.10
C -8.4991 -20.9833 -21.5633 -0.60 -0.05 0.72
C -9.5035 -21.9692 -20.9927 -0.53 -0.42 -0.03
C -6.4072 -23.3240 -22.3750 -0.02 0.40 0.21
H -8.9850 -20.0087 -21.6099 0.31 0.14 -0.04
H -7.6461 -20.9097 -20.8887 0.29 0.03 -0.43
H -10.4322 -21.9286 -21.5619 -0.02 0.01 -0.03
H -9.7565 -21.7614 -19.9530 0.10 0.48 -0.01
H -9.2058 -23.0174 -20.9646 0.41 0.00 -0.31
H -6.0379 -23.1500 -21.3643 0.34 0.87 -0.19
H -5.6832 -24.0076 -22.8184 -0.31 0.20 -0.49
H -7.3601 -23.7927 -22.1294 -0.19 0.05 -1.03
O -6.1179 -16.0600 -24.2844 0.73 -1.38 -1.76
S -5.4861 -16.9432 -25.2427 0.44 0.81 0.06
O -6.0569 -17.2532 -26.5592 1.16 0.73 2.13
O -3.9655 -16.2906 -25.5424 -0.57 -0.54 -0.24
C -3.0242 -16.0142 -24.4680 -0.35 -0.23 -0.09
C -1.6909 -15.4953 -25.0569 -1.47 -0.39 0.52
C -5.0752 -18.4857 -24.4145 0.01 0.16 -0.89
H -2.8662 -16.9405 -23.9157 0.23 -0.22 -0.06
H -3.4400 -15.3107 -23.7467 -0.19 0.13 -0.34
H -1.3583 -16.1725 -25.8435 0.09 0.25 -0.06
H -0.9766 -15.4857 -24.2336 0.14 0.05 -0.11
H -1.8723 -14.4771 -25.4013 0.32 -0.10 -0.26
H -6.0498 -18.9308 -24.2140 0.25 0.28 0.54
H -4.4322 -18.2869 -23.5571 -0.71 -0.01 0.18
H -4.5506 -19.1686 -25.0828 -0.01 0.27 -0.30
O -3.8213 -13.7742 -19.6690 1.12 -1.35 -1.88
S -3.7349 -14.5752 -20.8976 -2.45 -0.55 -1.46
O -4.9821 -14.9250 -21.5777 3.13 0.68 1.07
O -2.7696 -13.7985 -22.0658 -1.45 -0.86 1.82
C -1.7832 -12.9324 -21.4848 -0.78 -0.65 1.24
C -0.6863 -12.7838 -22.4461 0.89 0.90 -0.38
C -2.7689 -16.1735 -20.7208 0.07 1.59 0.77
H -1.4052 -13.4062 -20.5789 0.06 -0.08 0.20
H -2.2658 -12.0131 -21.1529 0.10 0.15 -0.25
H -0.4170 -13.7478 -22.8776 -0.06 0.21 -0.19
H 0.1726 -12.4053 -21.8918 0.21 0.02 -0.09
H -0.9355 -12.0169 -23.1794 0.10 -0.39 -0.41
H -2.9905 -16.5474 -19.7212 -0.12 0.01 -0.09
H -1.7321 -15.8389 -20.7562 0.10 -0.25 0.01
H -2.9758 -16.9292 -21.4785 -0.39 0.57 -0.11
O -7.0522 -13.5865 -20.4413 -0.67 3.55 3.05
S -7.4531 -12.4306 -19.5912 1.68 -1.12 -0.71
O -7.7787 -11.1226 -20.1513 -0.31 -2.14 0.73
O -8.6079 -12.9595 -18.5966 0.31 2.40 -1.88
C -8.4053 -14.1693 -17.9035 0.17 -0.33 -0.89
C -9.6868 -14.4378 -17.2298 -0.37 -0.99 1.93
C -6.1534 -12.0286 -18.3038 -0.79 -0.29 -0.63
H -7.5593 -14.0053 -17.2361 -0.10 -0.33 0.35
H -8.1987 -14.9859 -18.5952 0.30 0.06 -0.13
H -10.0405 -13.6478 -16.5674 0.06 0.37 -0.30
H -9.3868 -15.2180 -16.5302 -0.47 -0.51 0.19
H -10.5127 -14.8155 -17.8326 0.37 0.20 -0.34
H -6.6843 -11.5375 -17.4882 -0.21 -0.29 0.03
H -5.4509 -11.2785 -18.6672 0.00 -0.44 -0.47
H -5.6791 -12.9619 -18.0002 0.10 0.25 -0.04
```
Forces are in eV/Å.


Entry 3:
An isolated molecule of C7H7ClN2O2 at a distorted geometry, computed with ωB97M-V with the def2-TZVPD basis set.

LUMO: -0.2 eV
structure (SMILES): O=C(OCCCl)c1cnccn1
gap between HOMO and LUMO: 0.3618 hartree
total energy: -26969.570 eV
HOMO: -0.3687 hartree

The geometry in XYZ format:
```
19
Properties=species:S:1:pos:R:3:forces:R:3
C 0.2956 2.7612 -1.7514 -0.49 1.87 0.56
C 1.1450 1.5912 -1.4510 -0.24 -1.38 -0.56
C 1.1097 -0.3973 -0.0798 -0.23 1.54 -1.07
C 0.2894 -1.1104 0.9520 -0.32 1.05 -0.69
C -0.9938 -0.6631 1.2937 -0.45 -0.57 0.96
C -1.1359 -2.4967 2.7268 -1.02 1.95 0.33
C 0.1576 -2.8437 2.4125 0.64 0.46 -0.98
H 0.7998 3.4945 -2.4044 -0.16 -0.66 0.02
H 0.1037 3.3160 -0.8285 -0.47 -0.12 -0.13
H 1.2189 1.1066 -2.4516 0.50 -0.53 1.03
H 2.1176 1.8267 -1.0063 -0.08 0.26 -0.53
H -1.3849 0.2756 0.8610 -0.01 -0.82 0.41
H -1.7754 -2.9297 3.5182 0.71 -0.24 -0.68
H 0.7249 -3.6642 2.8186 -0.31 -0.27 0.34
N -1.6985 -1.3545 2.2080 0.78 -0.31 -0.64
N 0.8602 -2.1350 1.4956 0.01 -1.53 1.11
O 0.4534 0.7783 -0.4616 0.81 -0.89 -0.26
O 2.1568 -0.7378 -0.5516 -0.50 0.07 0.37
Cl -1.2955 2.3312 -2.5261 0.84 0.11 0.41
```
Forces are in eV/Å.


Entry 4:
An isolated molecule of C2HCl3S2 at a distorted geometry, computed with ωB97M-V with the def2-TZVPD basis set.

LUMO (spin up / spin down): -2.2 / -2.2 eV
gap between HOMO and LUMO (spin up / spin down): 0.2497 / 0.2550 hartree
total energy: -61324.071 eV
HOMO (spin up / spin down): -0.3320 / -0.3350 hartree

The geometry in XYZ format:
```
8
Properties=species:S:1:pos:R:3:forces:R:3
C -2.2082 -1.1753 -0.6586 1.31 -2.06 1.10
C -3.1156 -0.1335 -0.4054 -2.78 2.23 1.35
S 1.0750 -1.3759 1.2860 -0.18 -0.93 -1.89
S -0.9158 -1.8625 -0.1543 0.35 -0.46 -1.11
Cl -4.5673 0.1296 -1.4643 0.96 -0.49 -0.64
Cl -2.2063 1.3470 -0.3264 0.45 0.97 -0.19
Cl -4.0229 -0.3024 1.2108 1.13 -0.58 -0.28
H 0.2560 -0.7550 2.0271 -1.24 1.31 1.67
```
Forces are in eV/Å.


> total energy of number 2 (C14H34O19S4V)?

-122999.789 eV